Entry 1:
74
Properties=species:S:1:pos:R:3:forces:R:3:lowdin_charge:R:1 method="wB97M-V/def2-TZVPD" multiplicity=1 lumo_energy_ev=-3.3280 homo_lumo_gap_ev=7.05 largest_force_ev_per_a=3.6 homo_ev=-10.38 total_charge=+1
La 2.40338 -0.06886 -0.73234 -1.0 3.4 -0.2 1.900
C 3.27953 -2.02395 0.79019 0.3 -1.0 -0.8 -0.301
C 2.18595 -2.40368 -0.05526 1.4 -1.3 -0.6 -0.380
C 3.97076 -1.86093 -1.41964 -0.6 -0.9 0.8 -0.388
C 4.38253 -1.70001 -0.05410 -0.7 -0.3 -0.1 -0.299
C 2.63628 -2.37661 -1.43720 0.7 -0.8 1.0 -0.397
C 3.34888 -2.14402 2.27665 0.4 0.1 0.4 -0.016
H 2.54837 -2.74779 2.71863 0.2 0.0 -0.3 0.076
H 3.30516 -1.16289 2.75082 0.1 -0.2 0.1 0.060
H 4.31839 -2.59432 2.55338 -0.5 0.1 0.0 0.097
C 5.72789 -1.22538 0.39517 0.5 0.2 0.2 -0.020
H 5.96272 -1.54312 1.42757 -0.3 0.3 -0.4 0.092
H 5.79900 -0.12095 0.35379 0.1 -0.4 0.1 0.090
H 6.54721 -1.64180 -0.21636 -0.4 0.2 0.0 0.094
C 4.68546 -1.23143 -2.55378 0.5 -0.4 -0.4 -0.043
H 5.74685 -1.47498 -2.43182 -0.1 0.4 -0.3 0.098
H 4.60961 -0.11067 -2.56796 0.0 -0.4 -0.1 0.084
H 4.34395 -1.62103 -3.52270 0.1 0.3 0.2 0.093
C 1.78386 -2.66398 -2.63190 -0.2 -0.2 -0.1 -0.037
H 2.37776 -2.81392 -3.54132 -0.1 0.1 0.2 0.088
H 1.05567 -1.85361 -2.83610 0.0 -0.3 -0.1 0.079
H 1.21116 -3.59587 -2.47704 0.1 0.5 -0.1 0.098
C 0.84776 -2.83527 0.40190 -0.7 -0.4 0.1 -0.024
H 0.45132 -3.62578 -0.25574 0.1 0.1 0.4 0.104
H 0.09471 -2.03187 0.38702 0.2 -0.4 -0.2 0.050
H 0.89515 -3.17726 1.44758 -0.1 0.0 -0.4 0.084
C -0.64755 -0.53257 3.81698 0.7 -0.3 -0.3 -0.093
C -0.56566 -1.87326 3.71071 0.1 0.7 0.7 -0.134
C -1.65323 -2.77376 3.23595 -0.6 0.1 -0.9 -0.178
C -2.98597 -2.07782 2.76422 0.7 -1.4 0.1 -0.163
C -3.01182 -1.79690 1.26875 0.0 1.0 0.8 -0.077
C -2.37508 -0.73730 0.75316 -0.2 -0.9 -0.9 -0.160
C -1.17372 -0.09872 1.37000 -0.1 0.8 -0.2 -0.236
C -1.32281 0.37667 2.81643 -0.3 0.9 0.6 -0.194
H -1.94538 -3.44253 4.06815 0.5 0.2 -0.3 0.122
H -3.23549 -1.20937 3.39930 0.3 -0.4 -0.5 0.112
H -1.26266 -3.40550 2.41735 -0.4 -0.1 0.3 0.102
H -2.38719 0.55538 3.05032 0.4 0.2 -0.1 0.107
H -0.03929 0.00365 4.54955 0.4 -0.3 -0.5 0.103
H 0.34190 -2.37471 4.06749 -0.6 0.1 0.7 0.100
H -0.80500 1.35980 2.86464 -0.4 -0.5 0.3 0.104
H -0.31478 -0.79644 1.35127 -0.5 0.6 0.0 0.068
H -2.65699 -0.29428 -0.21994 0.4 -0.9 0.2 0.069
H -0.95828 0.76258 0.69213 0.2 -0.4 0.6 0.049
H -3.76230 -2.82163 2.98749 0.0 0.3 -0.2 0.107
H -3.62540 -2.46704 0.68147 -0.5 0.5 -0.2 0.103
P -2.53038 2.52504 -0.38186 -1.6 0.4 -0.1 0.815
P -1.30238 2.64122 -3.15230 -1.2 0.9 -0.3 0.765
C -3.37911 3.76223 -1.50805 0.3 -0.1 -0.2 -0.426
C -2.52211 4.05982 -2.75085 0.7 0.0 0.2 -0.432
H -3.57601 4.68276 -0.94003 -0.1 -0.3 -0.1 0.078
H -4.34601 3.35498 -1.82516 0.2 -0.1 0.2 0.075
H -3.14893 4.29619 -3.63170 0.4 -0.2 0.3 0.081
H -1.90258 4.94539 -2.54537 -0.1 -0.1 -0.2 0.068
C -0.96896 3.15588 -4.87484 0.4 0.0 -0.3 -0.344
H -0.47912 2.32854 -5.38873 0.1 0.0 -0.1 0.027
H -0.28017 3.99890 -4.88605 0.0 0.1 0.0 0.032
H -1.85726 3.42975 -5.44139 -0.1 0.0 0.1 0.041
C -2.56997 1.36041 -3.54191 0.2 -0.3 0.1 -0.325
H -3.48177 1.76721 -3.99151 0.2 0.0 0.0 0.053
H -2.83138 0.79174 -2.64458 0.0 0.0 -0.1 -0.001
H -2.10028 0.67582 -4.25282 -0.2 -0.1 0.0 0.030
C -1.97911 3.64148 0.96360 0.3 0.0 0.2 -0.281
H -1.09188 3.19119 1.41929 -0.1 0.2 0.2 0.010
H -2.75731 3.74984 1.72622 0.1 0.1 -0.1 0.049
H -1.70407 4.62830 0.57516 0.0 -0.2 0.1 0.043
C -4.09316 1.88089 0.39851 -0.1 0.1 0.2 -0.292
H -4.79604 2.70944 0.66385 0.6 -0.6 -0.1 0.060
H -3.77014 1.34989 1.30520 -0.4 0.1 -0.1 0.015
H -4.61927 1.15695 -0.25353 0.3 0.4 0.3 0.049
C 2.96237 0.85317 1.39573 -0.8 0.3 0.4 -0.326
H 2.45556 0.54320 2.31662 -0.1 -0.1 -0.2 -0.012
H 2.53517 1.83993 1.18010 0.1 0.5 0.1 -0.032
H 4.00165 0.97355 1.65154 0.6 0.1 0.0 -0.012

---

Entry 2:
72
Properties=species:S:1:pos:R:3:forces:R:3:lowdin_charge:R:1 method="wB97M-V/def2-TZVPD" multiplicity=1 lumo_energy_ev=-2.3362 homo_lumo_gap_ev=9.75 largest_force_ev_per_a=0.9 smiles=CCCCCCCCCCCCCCCC[N+](C)(C)Cc1ccccc1 homo_ev=-12.09 total_charge=+1
C -5.77015 -5.24313 -0.00723 -0.1 0.1 0.2 -0.120
C -6.19301 -4.00785 0.77839 0.2 0.0 -0.3 -0.279
C -5.80576 -2.71632 0.06149 -0.2 0.0 0.5 -0.239
C -6.22941 -1.47964 0.85109 0.0 0.1 -0.4 -0.224
C -5.96170 -0.16535 0.11713 0.2 -0.2 0.3 -0.222
C -4.47627 0.15267 -0.04035 -0.4 0.3 -0.2 -0.229
C -4.25733 1.52618 -0.67068 0.4 -0.3 0.2 -0.225
C -2.77598 1.85691 -0.83845 -0.3 0.3 -0.1 -0.230
C -2.57492 3.24276 -1.44841 0.3 -0.2 -0.1 -0.219
C -1.11480 3.57515 -1.75666 -0.2 0.1 0.3 -0.217
C -0.24845 3.70950 -0.50536 0.2 0.0 -0.5 -0.221
C 1.16284 4.18207 -0.84890 -0.1 0.0 0.3 -0.216
C 2.02909 4.47049 0.37867 0.0 -0.2 -0.1 -0.203
C 2.27524 3.27230 1.29785 0.1 0.1 -0.2 -0.201
C 3.04422 2.14504 0.59973 -0.1 0.0 0.2 -0.176
C 3.34250 1.03714 1.60531 -0.5 0.8 0.0 -0.131
N 4.15563 -0.11842 1.11344 -0.1 0.0 0.1 -0.323
C 5.49370 0.33270 0.69506 0.8 0.3 -0.3 0.014
C 4.31210 -1.06750 2.23138 0.2 -0.6 0.7 0.009
C 3.45412 -0.79267 -0.03138 -0.2 -0.5 -0.7 -0.069
C 4.14079 -2.03886 -0.52809 0.0 0.0 0.0 -0.236
C 5.09964 -1.96204 -1.53376 -0.1 0.0 0.0 -0.046
C 5.72015 -3.10806 -1.99932 0.1 0.0 0.0 -0.055
C 5.38444 -4.34356 -1.47134 0.0 0.0 0.0 -0.056
C 4.41588 -4.43165 -0.48532 0.0 0.0 0.0 -0.055
C 3.79568 -3.28662 -0.01726 0.0 0.1 -0.1 -0.048
H -6.24407 -5.25221 -0.98621 0.0 0.0 -0.1 0.071
H -4.69123 -5.25628 -0.15012 0.1 0.0 0.0 0.068
H -6.05723 -6.14946 0.52035 0.0 -0.1 0.0 0.067
H -5.72508 -4.02670 1.76576 -0.1 0.0 0.1 0.108
H -7.27468 -4.02692 0.92649 0.0 0.0 0.1 0.109
H -4.72456 -2.70732 -0.09191 0.1 0.0 -0.1 0.105
H -6.28151 -2.69526 -0.92168 0.0 0.0 -0.1 0.119
H -5.71123 -1.46855 1.81344 0.0 0.0 0.1 0.112
H -7.30000 -1.54944 1.05689 0.0 0.0 0.1 0.112
H -6.42871 -0.20193 -0.86941 -0.1 0.1 -0.1 0.115
H -6.43397 0.64730 0.67437 0.0 0.1 -0.1 0.112
H -3.99747 0.12466 0.94227 0.1 -0.1 0.1 0.116
H -4.00064 -0.60531 -0.66568 0.1 -0.1 0.0 0.107
H -4.72612 2.28914 -0.04523 -0.1 0.1 0.0 0.118
H -4.74594 1.55538 -1.64679 -0.1 0.1 0.0 0.119
H -2.30971 1.10674 -1.48296 0.1 -0.1 0.0 0.117
H -2.29195 1.80685 0.13959 0.1 -0.1 0.0 0.105
H -2.97979 3.99683 -0.77026 -0.1 0.1 0.0 0.116
H -3.14494 3.29833 -2.37817 -0.1 0.1 0.0 0.114
H -1.08297 4.51834 -2.30623 0.1 0.0 -0.1 0.113
H -0.69740 2.80211 -2.40724 0.0 0.0 -0.1 0.114
H -0.71036 4.42872 0.17376 -0.1 0.0 0.1 0.126
H -0.20546 2.74599 0.00485 0.0 0.0 0.1 0.096
H 1.08788 5.10668 -1.42421 0.0 0.0 -0.1 0.117
H 1.64887 3.44693 -1.49456 0.0 0.0 -0.1 0.106
H 2.99220 4.86388 0.04531 0.0 0.1 0.1 0.113
H 1.54450 5.25003 0.96836 0.0 0.1 0.0 0.117
H 2.84976 3.61641 2.16060 0.0 0.0 0.1 0.119
H 1.32242 2.89258 1.66708 0.0 -0.1 0.1 0.112
H 3.96352 2.56501 0.19071 0.1 0.0 -0.1 0.121
H 2.43424 1.76957 -0.22046 0.1 0.0 -0.1 0.108
H 3.87875 1.46988 2.45359 0.0 -0.2 0.0 0.143
H 2.39537 0.63856 1.97660 0.1 -0.1 0.0 0.146
H 5.42101 0.98939 -0.16819 -0.1 0.0 0.0 0.110
H 6.10528 -0.52730 0.42845 -0.1 0.0 0.1 0.111
H 5.97579 0.87139 1.50875 -0.1 0.0 0.1 0.123
H 4.89727 -1.92748 1.91077 0.0 0.1 0.0 0.110
H 4.82146 -0.58437 3.06308 0.0 0.1 -0.1 0.119
H 3.33775 -1.41293 2.57163 -0.1 0.1 -0.1 0.120
H 2.44447 -1.03775 0.30500 0.1 0.2 0.1 0.150
H 3.38772 -0.07106 -0.84628 0.0 0.0 0.2 0.136
H 5.35104 -1.00738 -1.97270 0.0 0.1 -0.1 0.118
H 6.45954 -3.03527 -2.78118 0.1 0.0 -0.1 0.114
H 5.86573 -5.23637 -1.83735 0.0 -0.1 0.0 0.114
H 4.13622 -5.39296 -0.08418 0.0 -0.1 0.0 0.114
H 3.02596 -3.36974 0.73629 -0.1 0.0 0.1 0.118

---

Entry 3:
81
Properties=species:S:1:pos:R:3:forces:R:3:lowdin_charge:R:1 method="wB97M-V/def2-TZVPD" multiplicity=5 lumo_energy_ev="-2.7649 / -3.4388" homo_lumo_gap_ev="6.21 / 6.76" largest_force_ev_per_a=2.9 homo_ev="-8.98 / -10.19" total_charge=+1
O -0.34494 -0.91257 -2.15793 -0.3 -1.3 -0.4 -0.161
O 0.72656 0.69273 -3.37803 0.7 1.0 -0.8 -0.093
C 0.33036 -2.13287 -2.54953 0.3 -1.5 0.1 -0.219
C -0.34024 -3.43167 -2.06023 -0.1 0.7 0.0 -0.030
H 1.35646 -2.12917 -2.19293 0.0 0.5 0.7 0.120
H 0.46686 -2.17177 -3.62933 -0.4 0.2 -0.2 0.112
H -0.41754 -3.45067 -0.97463 0.0 0.1 0.0 0.080
H 0.24666 -4.30047 -2.35793 0.1 0.1 -0.1 0.090
H -1.33994 -3.55877 -2.47393 0.0 0.0 0.0 0.076
C -1.60674 -0.77417 -2.86513 -1.1 -0.1 -0.6 -0.185
C -1.66814 -1.00817 -4.39623 0.8 -0.1 0.4 -0.043
H -1.96854 0.22963 -2.66003 0.2 0.1 0.3 0.113
H -2.33224 -1.45917 -2.43833 0.1 -0.1 0.5 0.112
H -0.90144 -0.44487 -4.92473 0.0 0.0 -0.1 0.055
H -2.63204 -0.68997 -4.79213 -0.1 0.1 0.3 0.096
H -1.54634 -2.05907 -4.65513 0.0 0.0 0.0 0.081
C 0.25356 2.03293 -3.22943 -0.8 1.7 -0.5 -0.148
C 1.99326 0.40713 -3.96553 1.5 0.1 -1.4 -0.159
C -0.64964 2.45123 -4.39243 0.2 -0.2 0.0 -0.030
H 1.08276 2.73133 -3.10883 0.2 -0.3 -0.1 0.141
H -0.34114 2.09413 -2.32063 0.2 -0.4 0.3 0.131
H -0.13984 2.40023 -5.35093 0.1 0.0 0.0 0.073
H -0.99244 3.47613 -4.25743 0.1 0.0 0.2 0.097
H -1.53244 1.81843 -4.45263 0.0 0.0 0.1 0.072
C 2.00336 0.67093 -5.47143 -0.2 0.2 0.3 -0.034
H 2.23676 -0.63907 -3.79393 -0.4 0.0 0.3 0.127
H 2.77406 0.99193 -3.48653 -0.1 0.2 0.3 0.131
H 1.16516 0.17933 -5.96323 0.0 -0.1 0.0 0.083
H 2.92216 0.29663 -5.92063 0.0 -0.1 0.2 0.096
H 1.95186 1.73723 -5.68323 0.0 0.0 0.0 0.079
H 0.43046 0.04193 -2.63003 -0.9 -1.0 0.7 0.042
Ir 0.08766 0.04613 1.58477 -0.9 1.1 -1.1 1.316
C 1.66666 0.04923 0.28297 2.7 0.9 0.7 -0.367
Si 3.51356 0.52373 0.46207 0.0 -0.5 0.0 0.445
H 1.41086 -0.97657 0.52077 0.1 -0.9 -1.2 -0.026
H 0.96866 0.82143 -0.01923 -0.4 0.5 -1.4 -0.068
C 4.50606 -0.65337 -0.61093 -0.1 0.1 -0.2 -0.191
C 4.33396 0.34093 2.13517 -0.4 0.1 0.2 -0.177
C 3.83696 2.29053 -0.06623 -0.3 -0.1 0.0 -0.181
C -1.67794 -0.99547 1.04557 -1.2 0.3 0.1 -0.359
Si -3.25974 0.05193 0.93897 0.2 -0.6 0.0 0.407
H -1.59454 -1.18187 2.10657 -0.7 -0.7 0.9 -0.049
H -1.88664 -1.98827 0.65217 0.6 0.0 -0.6 0.003
C -4.49844 -0.73787 -0.22243 0.1 0.0 -0.1 -0.181
C -2.87334 1.77143 0.33457 0.0 0.4 -0.1 -0.202
C -4.09194 0.12823 2.60907 0.0 0.1 0.0 -0.170
H 3.27276 2.56003 -0.95523 -0.1 0.1 -0.2 0.005
H 4.89276 2.44873 -0.27913 0.1 -0.1 0.0 0.039
H 3.55506 2.98493 0.72287 -0.1 0.1 0.1 0.031
H 4.18766 -1.68307 -0.45883 0.0 -0.1 0.0 0.030
H 5.56656 -0.59697 -0.37003 0.1 0.0 0.1 0.033
H 4.41326 -0.43067 -1.66963 -0.1 0.0 -0.3 0.006
H 4.03296 -0.55617 2.66597 -0.1 -0.2 0.1 0.027
H 4.13646 1.20603 2.76247 -0.2 0.1 0.2 0.028
H 5.41566 0.29363 2.01977 0.1 0.0 -0.2 0.035
H -3.24074 1.93363 -0.67773 -0.1 0.0 -0.1 0.022
H -1.80094 1.94783 0.32287 0.2 0.1 0.0 -0.020
H -3.32734 2.52723 0.97367 -0.1 0.1 0.0 0.031
H -5.01164 0.70973 2.55707 -0.1 0.1 0.0 0.039
H -3.45494 0.59673 3.35157 0.1 0.0 0.2 0.000
H -4.35204 -0.86717 2.96587 0.0 -0.1 0.0 0.043
H -5.49454 -0.32907 -0.05663 -0.1 0.1 0.0 0.036
H -4.55564 -1.81437 -0.06623 0.0 -0.1 0.0 0.035
H -4.25384 -0.55897 -1.26783 0.0 0.0 -0.2 0.007
Br 1.89856 -3.82837 4.42307 -0.4 0.7 0.2 0.782
C 0.90316 -2.28247 4.94797 -0.2 0.4 -0.3 -0.572
C 0.58086 -2.07797 6.29857 -0.7 1.1 0.5 -0.136
C -0.13674 -0.93617 6.70487 0.9 -1.5 -0.1 -0.581
Br -0.51084 -0.72467 8.57417 0.1 0.0 -0.7 0.776
C -0.54504 0.01333 5.74027 -0.3 0.2 1.0 -0.187
C -1.24554 1.19473 6.04887 -0.4 1.1 -1.2 0.014
C -1.58734 2.09543 5.02577 0.3 -0.8 0.7 -0.022
C -1.23744 1.80783 3.69877 0.7 -1.5 1.1 -0.097
N -0.58214 0.65093 3.42487 -0.7 2.5 0.1 -0.092
C -0.22374 -0.21857 4.39447 -0.6 0.5 0.9 -0.183
C 0.49766 -1.34097 3.99957 1.3 -1.5 -1.5 -0.363
O 0.79486 -1.44347 2.68767 0.4 -1.4 2.4 -0.288
H 0.89836 -2.80377 7.03637 0.0 0.1 0.0 0.100
H -1.51684 1.43563 7.06777 0.1 -0.1 0.0 0.090
H -2.11314 3.01123 5.26257 0.0 0.0 0.0 0.113
H -1.48454 2.49543 2.90297 0.2 -0.2 -0.2 0.109